Computed, not measured: a cluster of 5 separate species, C5H20O5 in total at a distorted geometry, with wB97M-V/def2-TZVPD.

```
30
Properties=species:S:1:pos:R:3:forces:R:3:nbo_charge:R:1
C 8.7810 19.0570 5.1120 2.8 -4.4 -2.7 -0.22
O 7.8970 18.0920 4.5560 -1.6 -1.5 -0.1 -0.78
H 9.0640 19.6800 4.3650 1.2 1.8 -2.8 0.17
H 9.7930 18.7850 5.6110 -1.8 -1.2 -1.0 0.17
H 8.4450 19.6730 5.7390 -3.8 4.5 5.5 0.16
H 6.8770 18.2070 4.4150 3.3 0.7 1.0 0.51
C 10.5990 21.1450 8.2290 -8.7 -15.7 3.1 -0.19
O 11.4920 20.3010 7.5760 -5.2 12.7 -10.5 -0.70
H 9.7680 20.9360 7.7150 -3.6 1.2 -2.4 0.18
H 11.0790 21.8220 8.2140 9.0 17.3 -0.1 0.14
H 10.1880 20.9020 9.2550 1.5 -0.2 -0.5 0.15
H 11.7700 19.6950 7.9640 7.0 -15.4 10.1 0.43
C 14.0170 21.9330 1.9890 3.7 3.7 -1.2 -0.24
O 13.4930 22.6290 3.0170 0.0 8.0 -5.2 -0.68
H 15.0470 21.7680 2.1650 1.9 -0.3 0.5 0.14
H 14.1220 22.4870 1.0750 -1.1 0.2 -0.6 0.18
H 13.6820 21.0240 1.9550 -2.8 -5.1 -1.2 0.16
H 13.3920 22.0400 3.6030 -1.8 -6.4 7.7 0.45
C 11.1220 16.9600 3.2060 -3.2 1.4 3.4 -0.25
O 11.1660 16.2270 4.4540 -4.6 -0.5 2.9 -0.75
H 11.9490 17.6760 3.2820 -0.7 0.1 -0.7 0.19
H 10.0100 17.3280 3.1650 2.4 0.5 -0.4 0.18
H 11.1410 16.2370 2.4980 0.9 -1.8 -2.8 0.17
H 10.0850 16.1690 4.9320 5.2 0.4 -2.5 0.47
C 13.4660 19.5950 4.5170 2.2 3.5 -1.3 -0.27
O 12.1520 20.1220 4.5150 0.6 0.4 0.2 -0.74
H 14.0030 19.8270 3.5590 -1.3 -0.7 0.1 0.17
H 13.4880 18.6120 4.7060 -0.1 -3.9 0.4 0.17
H 14.3500 19.9950 5.1060 -1.7 0.5 0.8 0.16
H 11.7030 19.9540 5.3600 0.5 0.1 0.0 0.49
```
Forces are in eV/Å.

Summary:
HOMO level	-0.3601	Ha
structure (SMILES)	CO.CO.CO.CO.CO
energy relative to the best compared isomer or geometry (same formula, charge and spin)	10.652	eV
2S+1	1
HOMO-LUMO gap	10.277	eV

Computed, not measured: a cluster of 7 separate species, C5H20O7 in total at a distorted geometry, with wB97M-V/def2-TZVPD.

```
32
Properties=species:S:1:pos:R:3:forces:R:3:nbo_charge:R:1
C 3.0533 -0.5740 1.9101 1.6 1.0 0.3 -0.35
C 1.9356 -0.3583 2.5798 -1.0 -1.2 -0.4 -0.26
C 0.7178 -1.1318 2.2326 0.1 0.5 1.0 -0.25
C -0.5108 -0.6443 2.3889 0.4 -0.9 -0.5 -0.18
C -1.7332 -1.4465 2.0536 -0.5 1.9 0.1 -0.10
O -2.4149 -0.7834 0.9911 -0.1 -0.1 -0.3 -0.76
H 3.2478 -1.2653 1.1015 -0.7 -0.3 0.0 0.20
H 3.9366 0.0420 2.0664 -0.1 0.0 0.4 0.20
H 1.7796 0.3257 3.4081 0.5 0.3 -0.3 0.22
H 0.8419 -2.1684 1.9638 0.1 -0.2 -0.4 0.21
H -0.6642 0.3858 2.6952 -0.1 0.0 0.1 0.18
H -2.4104 -1.2993 2.8896 -0.2 -0.6 0.3 0.18
H -1.5419 -2.4976 1.8734 0.1 -0.2 -0.1 0.18
H -2.0082 -1.0257 0.1354 0.0 -0.3 0.1 0.51
O 0.6407 2.6775 -1.8910 0.2 0.2 -0.4 -1.01
H -0.0821 2.9624 -1.3074 0.4 -0.3 0.2 0.50
H 1.2735 2.1462 -1.3507 -0.9 0.3 0.0 0.51
O -1.3140 -1.8446 -1.3061 -1.1 -0.5 0.5 -1.00
H -1.7205 -2.3226 -2.0327 -0.5 -0.1 0.2 0.47
H -0.5339 -1.4565 -1.7591 -0.3 -0.7 0.7 0.47
O -1.0190 1.0402 -3.3293 0.4 -0.2 0.3 -0.97
H -0.4513 1.7265 -2.9019 0.0 0.0 0.1 0.51
H -0.7437 1.0247 -4.2455 -0.1 0.2 -0.4 0.47
O 0.5674 -1.0081 -2.4100 1.7 1.2 -0.6 -0.97
H 1.2271 -1.2840 -3.0370 0.3 -0.3 -0.4 0.49
H 0.0967 -0.2313 -2.7826 -0.1 0.4 -0.2 0.52
O 1.7972 0.7926 -0.3009 0.5 0.1 -0.6 -0.97
H 1.3049 0.5553 0.4914 0.0 -0.3 -0.2 0.50
H 1.8301 0.0137 -0.8822 -0.4 0.2 0.4 0.49
O -1.2349 2.3912 0.2102 -0.3 -0.2 0.2 -0.96
H -0.7960 2.2566 1.0534 0.2 0.2 0.1 0.47
H -1.9096 1.6984 0.2316 0.0 0.0 -0.2 0.50
```
Forces are in eV/Å.

Summary:
HOMO level	-0.3336	Ha
structure (SMILES)	C=C/C=C/CO.O.O.O.O.O.O
energy relative to the best compared isomer or geometry (same formula, charge and spin)	1.688	eV
2S+1	1
HOMO-LUMO gap	9.298	eV

Computed, not measured: a structure of composition C5H21CuN2Si at a distorted geometry, with wB97M-V/def2-TZVPD.

```
30
Properties=species:S:1:pos:R:3:forces:R:3:lowdin_spin:R:1
C -2.4536 0.7163 -1.5717 0.0 2.1 -1.2 0.01
Cu -0.9185 0.2168 -0.5948 0.4 -1.0 0.7 0.16
N 1.5477 0.2998 1.1532 -1.2 -1.3 -0.6 0.20
N 0.6191 -1.0122 -1.6532 0.7 -0.4 -0.8 0.03
H 1.2454 -0.6875 1.3733 0.5 0.7 0.3 0.05
H 0.8906 0.4589 0.3323 0.3 0.5 0.2 0.04
H -2.8806 1.5696 -1.0188 -0.3 -0.2 -0.2 0.00
H -3.1906 -0.0684 -1.7242 0.0 -0.1 -0.1 0.00
H -2.0312 1.1333 -2.5105 -0.9 -0.2 -0.1 0.00
H 0.8595 -1.8884 -1.1823 -0.1 0.3 0.1 0.02
H 1.5007 -0.6417 -2.0221 -0.2 -0.1 0.2 0.04
H 0.0827 -1.2994 -2.4769 0.0 0.3 0.3 0.01
H 2.5360 0.3495 0.8773 0.7 0.0 -0.2 0.19
H 1.3555 0.9444 1.9236 -0.1 0.2 0.3 0.10
C -3.0681 -2.1232 3.3578 -0.3 -0.1 0.3 0.00
Si -1.4988 -1.4024 2.5643 0.1 -0.2 -1.2 0.02
C -1.2450 0.2886 3.3401 -0.2 0.2 0.6 0.02
C -0.0967 -2.5452 3.1185 0.2 -0.2 0.4 0.02
C -1.4876 -1.2243 0.7246 -0.4 -0.9 1.1 0.03
H -2.9840 -2.1646 4.4573 0.0 0.0 -0.2 0.00
H -3.2774 -3.1507 3.0213 0.1 0.3 0.0 0.00
H -3.9560 -1.5125 3.1331 0.2 -0.1 0.0 0.00
H -1.6849 0.3002 4.3490 0.2 0.2 -0.1 0.00
H -0.1816 0.5561 3.4376 -0.3 0.0 -0.1 0.02
H -1.7629 1.0447 2.7349 0.2 -0.1 0.1 0.00
H -0.1273 -3.4973 2.5693 0.0 0.2 0.1 0.00
H 0.8988 -2.1010 2.9726 -0.2 -0.1 0.0 0.03
H -0.1861 -2.7865 4.1896 0.1 0.1 -0.2 0.00
H -2.5430 -1.1468 0.3945 0.3 0.2 0.2 0.00
H -1.1639 -2.1671 0.2518 0.2 -0.1 0.2 0.00
```
Forces are in eV/Å.

Summary:
HOMO level (spin up / spin down)	-0.0234 / -0.0792	Ha
energy relative to the best compared isomer or geometry (same formula, charge and spin)	0.012	eV
2S+1	2
HOMO-LUMO gap (spin up / spin down)	4.245 / 5.425	eV
charge	-1

Computed, not measured: a cluster of 5 separate species, C5H21NO4 in total at a distorted geometry, with wB97M-V/def2-TZVPD.

```
31
Properties=species:S:1:pos:R:3:forces:R:3:nbo_charge:R:1
C 0.2096 0.5965 -2.3948 1.8 -1.3 -0.6 -0.63
C 1.5824 0.2758 -1.7127 -0.7 0.6 0.4 -0.40
C 1.6868 0.6998 -0.2515 -0.9 -1.1 1.3 -0.23
N 1.0251 -0.3685 0.5858 0.4 0.0 -0.6 -0.69
C 1.3425 -0.3920 2.0225 -0.1 -0.8 -0.2 -0.22
C 0.4541 0.4442 2.9333 0.6 0.6 0.1 -0.64
H -0.0929 1.6170 -2.1995 -0.1 0.0 -0.3 0.22
H 0.4495 0.3872 -3.4515 -0.6 0.6 0.1 0.22
H -0.5454 -0.1584 -2.1653 -0.2 0.3 0.4 0.19
H 2.3899 0.7137 -2.2908 0.0 0.4 -0.1 0.20
H 1.7751 -0.7887 -1.7142 -0.1 -0.4 -0.1 0.21
H 2.7354 0.7767 0.0596 -0.3 0.2 0.0 0.19
H 1.0828 1.5739 0.0159 0.9 0.6 -0.7 0.20
H 0.0276 -0.2191 0.4056 0.5 -0.5 0.7 0.37
H 2.3983 -0.1879 2.1396 0.3 0.5 0.0 0.19
H 1.3196 -1.4329 2.3907 -0.4 0.1 -0.3 0.18
H 0.4847 0.0765 3.9649 -0.2 -0.1 -0.2 0.21
H -0.5521 0.4274 2.5309 -0.3 0.0 0.3 0.23
H 0.7910 1.4888 2.9875 -0.1 -0.1 -0.2 0.20
O -0.8938 2.8316 -0.5635 0.5 0.2 0.6 -0.95
H -1.6234 2.6017 -1.1318 -0.6 0.3 -0.1 0.47
H -1.2224 3.3572 0.1833 -0.1 -0.3 -0.5 0.49
O -1.9142 0.0947 0.5521 -0.4 0.4 -1.6 -0.97
H -1.5101 0.6643 -0.1325 0.1 0.2 0.9 0.46
H -2.5438 -0.3607 -0.0505 0.0 -0.5 0.9 0.50
O -0.6984 -3.1321 0.2563 0.4 -0.4 -0.5 -0.95
H 0.1803 -3.2003 -0.1553 -0.4 0.0 0.1 0.49
H -0.5778 -2.3934 0.8503 0.0 0.5 0.4 0.49
O -2.9698 -1.9825 -1.0691 0.5 0.1 0.0 -0.96
H -2.6192 -1.5671 -1.8601 -0.2 0.0 -0.4 0.46
H -2.1714 -2.4435 -0.7349 -0.3 -0.1 0.3 0.50
```
Forces are in eV/Å.

Summary:
HOMO level	-0.3100	Ha
structure (SMILES)	CCCNCC.O.O.O.O
energy relative to the best compared isomer or geometry (same formula, charge and spin)	1.111	eV
2S+1	1
HOMO-LUMO gap	8.798	eV